Entry 1:
The following is a quantum chemistry calculation of a 2-piece molecular cluster, C6H11NO4 overall at a distorted geometry, from OMol25.

The geometry in XYZ format:
```
22
Properties=species:S:1:pos:R:3:nbo_charge:R:1
C 1.80 -0.16 0.32 -0.298
C 1.39 -1.22 -0.01 0.023
C 0.90 -2.52 -0.46 -0.696
C -0.38 2.08 0.47 -0.113
C -1.30 -0.40 0.47 -0.115
C -0.72 0.81 -0.18 0.111
N -0.54 0.68 -1.44 0.374
O -0.74 -0.32 -2.19 -0.543
O -0.15 1.83 -2.10 -0.565
O 0.95 2.51 0.50 -0.710
O -2.28 -0.08 1.49 -0.725
H 0.13 1.58 -2.98 0.501
H 2.22 0.75 0.54 0.242
H 1.74 -2.89 -0.92 0.241
H 0.50 -2.97 0.41 0.231
H 0.07 -2.40 -1.14 0.251
H -0.56 1.91 1.55 0.222
H -0.95 2.89 -0.01 0.194
H -1.60 -1.06 -0.35 0.214
H -0.63 -1.05 1.15 0.220
H 1.35 2.67 -0.30 0.473
H -3.04 0.49 1.15 0.467
```

As for the frontier orbital gap: 0.348 Ha. The electronic energy comes out at -590.69224 hartree. As for the net charge: 0. Its energy relative to the best compared isomer or geometry (same formula, charge and spin) is 8.014 eV. Its SMILES is [O-][N+](O)=C(CO)CO.C#CC. The max |F| comes out at 3.41 eV/Å.



Entry 2:
The following is a quantum chemistry calculation of one molecule with the formula C6H11NO4 at a distorted geometry, from OMol25.

The geometry in XYZ format:
```
22
Properties=species:S:1:pos:R:3:nbo_charge:R:1
C 1.37 -1.32 0.62 -0.438
C 1.22 0.16 0.81 -0.407
C -0.01 -1.98 0.10 -0.058
C 0.78 0.73 -0.56 -0.247
C -0.51 0.04 -0.94 0.358
C 0.57 2.22 -0.47 -0.611
N -2.82 -0.09 0.33 0.752
O -2.96 0.05 1.48 -0.296
O -1.39 0.34 0.14 -0.469
O -0.47 -1.37 -1.01 -0.529
O -3.56 -0.39 -0.55 -0.315
H 2.25 -1.47 -0.06 0.207
H 1.46 -1.84 1.54 0.213
H 0.62 0.53 1.61 0.226
H 2.24 0.66 0.99 0.208
H 0.02 -3.07 -0.24 0.206
H -0.79 -1.84 0.97 0.152
H 1.57 0.58 -1.37 0.223
H -0.93 0.39 -1.86 0.180
H -0.12 2.36 0.34 0.223
H 0.02 2.51 -1.29 0.204
H 1.43 2.80 -0.58 0.220
```

As for the frontier orbital gap: 0.380 Ha. The electronic energy comes out at -590.74540 hartree. As for the net charge: 0. Its energy relative to the best compared isomer or geometry (same formula, charge and spin) is 6.567 eV. Its SMILES is C[C@H]1CCCO[C@H]1O[N+](=O)[O-]. The max |F| comes out at 3.32 eV/Å.



Entry 3:
The following is a quantum chemistry calculation of C6H11NOS as an isolated structure at a distorted geometry, from OMol25.

The geometry in XYZ format:
```
20
Properties=species:S:1:pos:R:3:nbo_charge:R:1
C 0.43 -1.35 1.99 -0.357
C 0.31 -0.72 0.05 0.384
C 0.12 1.58 0.95 -0.621
C -2.03 0.15 0.26 -0.608
C 1.44 -1.15 -2.05 -0.426
C -0.50 0.48 0.01 0.128
N 1.07 -1.35 -0.68 -0.454
O -0.56 1.14 -1.34 -0.719
S -0.70 -1.52 3.08 0.099
H 1.52 -1.28 2.22 0.185
H -0.21 2.48 0.50 0.231
H -0.18 1.44 2.00 0.232
H 1.31 1.59 0.80 0.205
H -2.38 -0.50 -0.50 0.223
H -2.27 -0.17 1.34 0.232
H -2.50 1.04 0.18 0.212
H 2.22 -1.79 -2.32 0.202
H 1.81 -0.23 -2.26 0.183
H 0.63 -1.18 -2.72 0.213
H 0.46 1.32 -1.51 0.457
```

As for the frontier orbital gap: 0.282 Ha. The electronic energy comes out at -763.24141 hartree. As for the net charge: 0. Its energy relative to the best compared isomer or geometry (same formula, charge and spin) is 4.492 eV. The max |F| comes out at 3.79 eV/Å.



Entry 4:
The following is a quantum chemistry calculation of C6H11NS as an isolated structure at a distorted geometry, from OMol25.

The geometry in XYZ format:
```
19
Properties=species:S:1:pos:R:3:nbo_charge:R:1
C 1.17 0.29 2.74 -0.618
C 0.63 0.38 1.31 -0.215
C 0.18 -0.57 0.56 -0.246
C -0.03 -0.58 -0.86 -0.129
C -0.40 0.92 -1.34 -0.215
C -1.56 -0.86 -1.32 -0.216
H 1.91 -1.00 2.99 0.194
H 0.17 0.38 3.42 0.237
H 2.07 1.32 2.88 0.231
H 0.54 1.47 1.22 0.205
H 0.23 -1.58 0.92 0.208
H 2.21 -0.44 -1.86 0.139
H -0.61 1.34 -0.30 0.168
H 0.37 1.57 -1.90 0.191
H -2.48 1.02 -1.98 0.363
H -1.74 -1.67 -1.97 0.195
H -2.38 -1.04 -0.46 0.182
N -1.53 0.48 -2.05 -0.629
S 1.24 -1.45 -1.99 -0.047
```

As for the frontier orbital gap: 0.351 Ha. The electronic energy comes out at -687.93749 hartree. As for the net charge: 0. Its energy relative to the best compared isomer or geometry (same formula, charge and spin) is 5.762 eV. The max |F| comes out at 4.86 eV/Å.